1.
84
Properties=species:S:1:pos:R:3 method="wB97M-V/def2-TZVPD" orbital_gap_ev=7.0 relative_energy_ev=1.396 largest_force_ev_per_a=0.5 lumo_energy_ha=-0.0165
H 2.786 -2.267 2.184
C 1.766 -2.154 1.847
C -1.385 2.294 -3.750
H 5.262 0.444 -0.485
C -1.101 2.492 0.086
H 1.710 -3.507 0.060
H -2.277 5.728 -1.792
O 1.126 0.579 -0.487
O -2.592 -0.288 0.256
H -4.843 0.807 -2.504
C -0.106 -2.407 0.573
C -1.739 1.456 3.146
H -3.686 1.101 3.981
C 5.049 0.420 1.663
H 6.107 0.340 1.914
H -3.452 0.524 2.305
C -1.978 4.848 -1.235
O -0.951 1.059 2.288
C -3.547 -0.712 -3.146
C 2.847 -1.800 -4.183
C 1.942 1.897 -5.536
C -0.246 3.648 0.034
O 2.340 -0.533 -2.238
C 0.191 5.913 -0.855
N -1.260 2.082 4.232
H -2.465 0.789 -6.592
P 2.572 0.516 -1.064
C -0.667 4.799 -0.695
H 2.145 2.671 -6.279
O -4.512 2.876 -3.917
Ti -0.503 0.429 0.342
C -0.415 1.286 -6.150
H 2.755 4.907 1.085
H -3.623 2.252 2.635
C 1.191 -2.817 0.711
Te 3.571 2.497 -1.759
H 2.177 -1.200 -4.799
C 3.429 -0.961 -3.071
H 3.646 -2.191 -4.813
C -2.840 3.818 -1.035
H 3.945 -0.079 -3.458
H 2.076 6.794 -0.385
C 0.828 -1.330 2.395
N -3.949 0.683 -2.970
H 5.172 -1.188 0.217
H -2.602 -0.716 -3.691
C -2.246 1.733 -4.684
H -0.278 2.313 4.252
C 1.002 3.784 0.701
C 1.416 5.946 -0.258
C -2.384 2.644 -0.389
C 0.472 1.839 -5.228
H 4.130 -1.539 -2.463
H -3.847 3.859 -1.426
H -0.159 6.747 -1.451
C -2.367 -0.580 -0.946
H -2.942 -2.358 -1.904
Br 1.622 2.468 1.932
H -0.803 -2.750 -0.178
C -0.387 -1.417 1.599
H 0.956 -0.693 3.259
H 2.289 0.950 -5.953
C -3.223 1.310 3.017
O -1.234 -0.235 -1.419
S -3.965 1.619 -4.340
C -1.772 1.226 -5.886
O 3.382 -0.236 0.063
C -3.347 -1.350 -1.779
H -0.035 0.891 -7.084
H -1.875 2.468 4.924
H -1.370 -1.354 2.050
H 2.284 -2.637 -3.772
O -4.582 0.909 -5.427
H 0.653 2.764 -3.299
C 4.800 -0.165 0.294
C -0.030 2.341 -4.028
H 4.470 -0.118 2.415
C 1.810 4.876 0.563
H 4.763 1.471 1.683
H -1.768 2.673 -2.810
H -3.085 1.823 -0.328
H -4.282 -1.436 -1.226
H 2.525 2.121 -4.645
H -4.274 -1.280 -3.729


2.
92
Properties=species:S:1:pos:R:3 method="wB97M-V/def2-TZVPD" orbital_gap_ev=4.5 relative_energy_ev=0.000 total_charge=-2 largest_force_ev_per_a=0.7 lumo_energy_ha=0.1378
C -0.221 1.829 -2.893
O 3.013 1.369 1.832
C 2.865 -2.544 1.153
H 5.943 2.426 -0.790
C -0.048 5.472 3.960
O -0.558 6.562 4.058
H -3.364 -3.609 -0.865
N 4.583 -0.536 -2.956
H 0.811 -1.594 3.442
H -4.469 1.815 0.121
H -5.311 -0.495 -0.971
Cl -1.005 4.616 -6.455
C 0.492 -4.226 0.481
C -4.237 -0.625 -0.816
H 2.578 3.644 2.725
H -2.913 -4.808 -2.083
N 5.366 0.447 -2.395
C -3.970 -0.811 0.675
H 1.593 -5.125 2.097
Cl 0.221 5.757 -3.831
H -0.226 -2.997 -4.265
C 0.058 3.181 -2.878
H 1.131 -7.449 1.452
C 1.639 1.526 3.777
H -1.931 2.121 2.976
O -0.778 2.168 5.105
C -0.740 1.387 -4.104
H -2.613 -0.196 3.292
C -0.157 4.066 -3.937
H -3.313 1.741 1.972
H -1.504 4.484 4.994
N 1.041 2.868 3.890
C -0.503 -3.782 -3.552
Cl -1.674 1.580 -6.671
H -1.110 -6.039 -1.905
C 1.193 5.153 3.281
C 3.316 -0.566 -2.507
H 2.497 0.870 0.141
C -2.711 3.015 -0.259
H 1.858 1.724 -1.146
H -3.100 3.856 0.323
C 0.524 -2.526 2.936
C -2.869 -3.740 -1.837
F 1.832 6.149 2.680
C 1.672 3.909 3.257
H 4.300 3.072 -1.014
H -0.549 -2.677 3.103
H -0.240 -7.910 -0.581
Si 0.936 -2.426 1.038
H 2.582 1.515 4.321
Cl -1.081 -0.322 -4.266
H -4.565 -1.658 1.022
C 4.560 1.044 -1.579
C -0.699 3.563 -5.115
H -3.456 -3.215 -2.601
Cl 0.720 3.920 -1.391
N 2.213 0.820 -0.845
H -2.196 3.440 -1.125
C -2.247 1.545 2.104
H -1.316 -4.364 -4.006
N -0.623 4.350 4.523
H 1.059 -3.346 3.432
H 0.934 0.830 4.217
S -1.380 2.193 0.641
C 0.731 -6.630 0.859
C -0.287 -4.485 -0.664
S -2.224 -1.115 1.098
C 1.846 1.225 2.275
H -3.939 -1.524 -1.354
H 4.961 -1.170 -3.629
C 0.983 -5.315 1.215
H 3.289 -2.710 0.155
H -0.949 -0.054 2.720
C 4.881 2.200 -0.708
C -1.993 0.078 2.434
H 4.617 1.972 0.326
C -0.525 -5.823 -1.013
H 3.203 -3.363 1.804
S 2.063 -1.579 -2.899
S -3.318 0.687 -1.651
H -4.311 0.060 1.237
Ca -0.044 -0.417 -0.881
C -0.034 -6.888 -0.275
C -3.871 2.146 -0.729
H 3.286 -1.607 1.538
C -0.996 2.204 -5.202
N 3.312 0.467 -1.613
H -4.527 2.754 -1.355
Si -1.028 -3.083 -1.802
H 0.362 -4.447 -3.452
C -0.153 3.043 4.537
O 0.813 0.935 1.646


3.
87
Properties=species:S:1:pos:R:3 method="wB97M-V/def2-TZVPD" orbital_gap_ev="4.5 / 4.5" relative_energy_ev=3.208 total_charge=-2 largest_force_ev_per_a=2.8 spin_multiplicity=4 lumo_energy_ha="0.1651 / 0.1643" s2=3.810
C -1.901 -0.601 -3.371
V -0.555 -0.223 -0.729
C -0.205 2.761 -1.728
C -1.682 1.887 4.091
H -2.264 2.457 1.678
H -4.200 4.435 0.751
H -0.760 6.656 -3.078
O -0.116 -0.586 1.851
Cl -2.349 -1.548 -0.048
N 2.082 0.588 1.032
H 4.110 0.297 0.799
H -5.376 3.896 2.720
C 0.738 1.499 2.774
H 2.968 -5.956 1.501
H -1.568 -2.281 -4.461
H 0.184 4.120 -3.347
C 4.473 -3.038 1.505
H 4.201 -4.839 4.179
N -3.730 3.918 1.488
C -0.407 3.949 -2.454
H -1.971 5.733 -3.975
C 0.556 2.595 3.641
C -4.443 0.712 1.720
H -2.466 -1.044 2.467
C 3.234 0.561 0.187
C -2.614 -0.113 3.000
H 1.869 -4.933 0.578
C -1.556 0.732 3.250
N 0.992 0.651 -1.651
C -1.404 4.850 -2.103
N 0.212 -3.522 -3.069
C -0.260 0.538 2.666
H 1.359 3.309 3.768
N -2.903 -0.093 -4.079
H 4.284 -2.958 0.441
N -3.952 0.399 3.072
H 1.373 -5.573 2.133
C -0.657 2.770 4.305
H -0.062 4.028 5.940
H 3.857 -3.205 4.713
O -0.924 1.366 0.012
H -5.602 2.194 0.684
N -1.161 -1.698 -3.744
C 0.823 -1.423 2.097
C -0.362 -2.345 -2.831
H 2.598 2.328 2.052
H -0.835 4.876 4.595
C -0.856 3.966 5.195
C -2.615 3.247 1.037
C 2.205 -0.003 -2.064
C 3.440 -4.061 4.191
H 1.959 -0.857 -2.709
H 5.303 -3.726 1.646
N 0.945 -3.754 -1.980
H -2.883 5.367 -0.664
C 2.216 -5.173 1.578
H -1.814 3.906 5.706
C 3.024 -0.517 -0.876
N -2.601 1.093 -2.308
H -2.454 6.673 -2.558
Si 2.879 -3.593 2.409
H -4.035 2.813 3.197
H -2.631 2.024 4.590
C -2.139 4.637 -0.958
N 0.000 -1.862 -1.631
H -4.584 -0.269 3.510
H -6.241 1.767 2.289
H 1.510 2.241 -2.869
C -4.625 3.184 2.356
H 2.831 0.692 -2.657
N -3.305 0.966 -3.370
N -1.684 0.132 -2.267
H -3.584 0.873 1.065
H 2.477 -1.339 -0.407
C 1.902 1.475 1.917
C -1.663 6.050 -2.977
N 0.820 -2.791 -1.137
H 3.989 -0.883 -1.245
H 2.608 -4.432 4.781
C -0.997 2.486 -0.572
C -1.925 3.507 -0.127
H 3.448 1.541 -0.275
H -5.009 -0.120 1.280
C -5.326 1.967 1.719
C 0.807 1.855 -2.114
C 1.620 -2.265 2.456
H 4.792 -2.060 1.854


4.
83
Properties=species:S:1:pos:R:3 method="wB97M-V/def2-TZVPD" orbital_gap_ev="4.3 / 5.0" relative_energy_ev=5.167 largest_force_ev_per_a=3.8 spin_multiplicity=5 lumo_energy_ha="-0.0697 / -0.0602" s2=6.149
H -0.424 2.190 -1.393
C -0.504 -1.016 -3.970
C 1.835 1.641 -1.968
H 2.111 2.175 -2.927
C -0.153 0.978 -5.546
C 0.148 4.317 3.838
F 1.298 1.081 5.668
H -2.887 -3.426 -0.820
C -1.011 2.344 -3.497
C 0.009 1.943 -4.390
N 0.899 1.353 0.126
C -1.716 1.259 0.590
H -3.679 0.141 -3.533
H 0.599 -4.741 -3.096
O 1.785 0.291 2.836
C -0.049 -4.199 -2.443
H -2.133 -4.447 3.943
F 0.760 -0.933 5.016
P -0.183 1.150 1.536
C -2.690 0.433 -3.901
C -2.251 -3.641 3.224
H -2.894 -0.502 -0.043
H -1.772 0.074 -1.253
H -2.750 1.994 -2.415
H 0.310 4.740 4.812
H -2.054 -5.233 -2.718
C 1.825 -0.093 5.212
C -0.036 5.007 2.584
H 4.191 -1.039 2.817
H 3.096 -2.047 3.788
C -0.175 4.046 1.602
H 0.862 2.621 -4.488
F 2.914 2.553 3.781
C 2.137 0.836 0.115
C 2.793 1.138 -1.099
H -1.832 2.104 -0.108
H 1.191 -2.626 -1.477
H -0.393 4.146 0.557
H -3.087 2.549 -4.032
H -0.029 6.082 2.465
F 2.563 -0.625 6.198
H 1.726 -2.975 0.575
C -1.876 -0.104 -0.158
H 0.213 2.087 4.158
H 1.501 -1.637 1.645
H -2.754 0.386 -5.010
H -0.111 -1.191 -5.922
H -2.232 -1.375 -2.731
H -3.591 -1.096 1.631
P -0.587 -1.408 0.331
C 3.626 -1.118 3.730
H -0.142 -2.009 -3.643
C -1.898 -3.552 -1.260
C -3.030 -1.897 2.036
C 0.609 1.746 -1.201
N -0.050 2.783 2.167
H -2.512 1.375 1.355
C 1.523 -1.889 0.669
N -0.803 -2.762 -0.850
C -3.348 -2.766 3.062
C -1.303 -3.281 2.272
H 4.294 -1.031 4.566
C 0.125 2.965 3.545
H 3.770 0.777 -1.307
H 1.312 -0.545 -5.078
Cr -0.059 0.427 -2.804
F 4.403 1.334 2.795
C 0.261 -3.117 -1.659
N -1.785 -2.201 1.521
H 0.522 1.308 -6.344
C -1.703 -0.585 -3.329
C 0.218 -0.463 -5.156
H 2.341 -1.367 0.085
H 2.563 0.446 0.998
F 4.347 1.430 4.980
H -0.308 -3.688 2.054
C -2.440 1.886 -3.454
C 2.642 0.072 3.835
C -1.444 -4.467 -2.220
H -0.818 3.300 -2.971
C 3.586 1.381 3.864
H -1.145 0.972 -5.998
H -4.266 -2.766 3.629


5.
73
Properties=species:S:1:pos:R:3 method="wB97M-V/def2-TZVPD" orbital_gap_ev="6.1 / 6.7" relative_energy_ev=0.344 largest_force_ev_per_a=2.7 spin_multiplicity=4 lumo_energy_ha="-0.0073 / 0.0115" s2=3.852
H -6.368 6.063 -3.216
C 2.501 -0.291 -0.322
H 3.123 -1.183 -0.408
O -4.228 3.582 -3.295
C 1.363 0.027 -1.127
H 2.893 1.434 4.750
H -1.055 -1.528 3.576
H -1.126 -1.304 -4.373
H -0.637 1.864 2.267
H -5.311 3.989 -1.600
H -3.874 -1.268 -4.229
H -4.311 -0.114 -1.993
H 0.151 1.956 -1.292
C -4.155 0.523 -2.881
C 1.042 4.219 4.074
C -0.947 -1.360 2.510
C 2.741 -1.820 2.946
H 2.040 -1.879 6.783
C 1.840 1.864 0.210
H 3.696 0.940 1.091
C 2.802 0.843 0.481
H 0.983 -0.610 -1.915
H -1.686 0.800 -5.979
C -1.312 -0.616 -3.535
C 1.978 -0.782 3.549
C 2.250 -1.879 5.713
H -4.301 0.247 -5.081
C 1.211 1.508 3.378
C 2.128 2.062 4.299
H -6.895 4.013 -5.154
C 2.063 3.420 4.601
H 0.151 -3.190 1.875
C -1.535 -0.283 1.764
C 3.246 -2.853 3.729
H -4.385 5.364 -2.270
C -2.356 0.423 -3.941
C -3.787 -0.180 -4.209
H 3.352 -3.727 5.705
C -0.513 -1.754 0.273
O -2.844 1.174 -2.783
H -2.129 0.542 2.161
H 1.889 2.880 0.599
H 3.852 -3.633 3.261
H -0.213 -2.259 -0.648
H 1.279 0.021 5.425
H -4.992 1.239 -2.938
C 0.137 2.310 2.908
C -6.255 4.983 -3.296
H -7.166 4.518 -2.913
C -1.784 1.325 -5.022
H -0.372 -0.108 -3.286
H -5.248 2.502 -4.810
C -5.020 4.502 -2.521
H -0.779 1.667 -4.745
H 2.959 -1.769 1.872
C -0.315 -2.245 1.609
C -1.405 -0.605 0.355
C 1.783 -0.821 4.946
C -6.014 4.524 -4.747
H -5.769 5.353 -5.430
C 0.939 1.381 -0.803
C 0.069 3.657 3.240
H -0.740 4.247 2.808
H 0.986 5.280 4.323
N 1.388 0.247 2.818
H 2.812 3.861 5.254
H -1.607 -1.177 -2.642
H -2.378 2.234 -5.170
C -4.837 3.524 -4.623
C 2.980 -2.902 5.104
Cr 0.530 0.141 0.869
H -1.972 -0.157 -0.467
H -4.068 3.718 -5.402


Please write out number 4 again, unchanged.
83
Properties=species:S:1:pos:R:3 method="wB97M-V/def2-TZVPD" orbital_gap_ev="4.3 / 5.0" relative_energy_ev=5.167 largest_force_ev_per_a=3.8 spin_multiplicity=5 lumo_energy_ha="-0.0697 / -0.0602" s2=6.149
H -0.424 2.190 -1.393
C -0.504 -1.016 -3.970
C 1.835 1.641 -1.968
H 2.111 2.175 -2.927
C -0.153 0.978 -5.546
C 0.148 4.317 3.838
F 1.298 1.081 5.668
H -2.887 -3.426 -0.820
C -1.011 2.344 -3.497
C 0.009 1.943 -4.390
N 0.899 1.353 0.126
C -1.716 1.259 0.590
H -3.679 0.141 -3.533
H 0.599 -4.741 -3.096
O 1.785 0.291 2.836
C -0.049 -4.199 -2.443
H -2.133 -4.447 3.943
F 0.760 -0.933 5.016
P -0.183 1.150 1.536
C -2.690 0.433 -3.901
C -2.251 -3.641 3.224
H -2.894 -0.502 -0.043
H -1.772 0.074 -1.253
H -2.750 1.994 -2.415
H 0.310 4.740 4.812
H -2.054 -5.233 -2.718
C 1.825 -0.093 5.212
C -0.036 5.007 2.584
H 4.191 -1.039 2.817
H 3.096 -2.047 3.788
C -0.175 4.046 1.602
H 0.862 2.621 -4.488
F 2.914 2.553 3.781
C 2.137 0.836 0.115
C 2.793 1.138 -1.099
H -1.832 2.104 -0.108
H 1.191 -2.626 -1.477
H -0.393 4.146 0.557
H -3.087 2.549 -4.032
H -0.029 6.082 2.465
F 2.563 -0.625 6.198
H 1.726 -2.975 0.575
C -1.876 -0.104 -0.158
H 0.213 2.087 4.158
H 1.501 -1.637 1.645
H -2.754 0.386 -5.010
H -0.111 -1.191 -5.922
H -2.232 -1.375 -2.731
H -3.591 -1.096 1.631
P -0.587 -1.408 0.331
C 3.626 -1.118 3.730
H -0.142 -2.009 -3.643
C -1.898 -3.552 -1.260
C -3.030 -1.897 2.036
C 0.609 1.746 -1.201
N -0.050 2.783 2.167
H -2.512 1.375 1.355
C 1.523 -1.889 0.669
N -0.803 -2.762 -0.850
C -3.348 -2.766 3.062
C -1.303 -3.281 2.272
H 4.294 -1.031 4.566
C 0.125 2.965 3.545
H 3.770 0.777 -1.307
H 1.312 -0.545 -5.078
Cr -0.059 0.427 -2.804
F 4.403 1.334 2.795
C 0.261 -3.117 -1.659
N -1.785 -2.201 1.521
H 0.522 1.308 -6.344
C -1.703 -0.585 -3.329
C 0.218 -0.463 -5.156
H 2.341 -1.367 0.085
H 2.563 0.446 0.998
F 4.347 1.430 4.980
H -0.308 -3.688 2.054
C -2.440 1.886 -3.454
C 2.642 0.072 3.835
C -1.444 -4.467 -2.220
H -0.818 3.300 -2.971
C 3.586 1.381 3.864
H -1.145 0.972 -5.998
H -4.266 -2.766 3.629